Entry from OMol25: C28H27AsBF5N4O5Pd as an isolated structure in a non-equilibrium geometry (wB97M-V/def2-TZVPD).

```
72
Properties=species:S:1:pos:R:3:forces:R:3
Pd 0.202 -0.379 -0.152 0.188 -0.745 -0.046
C 2.936 -0.517 1.630 0.015 -0.067 0.005
N 2.420 -0.049 0.344 -0.319 0.179 -0.425
C 3.167 -0.676 -0.760 0.230 0.105 0.159
C 2.461 1.434 0.287 0.156 0.007 -0.012
C 1.645 1.920 -0.878 0.706 -0.176 0.113
C 2.236 2.101 -2.120 0.233 -0.165 0.102
C 1.472 2.406 -3.231 0.343 0.044 -0.184
C 0.108 2.547 -3.104 -0.431 0.046 0.055
C -0.475 2.402 -1.859 -0.515 0.095 -0.268
C 0.265 2.084 -0.713 -0.267 0.981 0.124
H 3.960 -0.155 1.780 0.012 -0.040 -0.053
H 2.942 -1.607 1.639 -0.022 0.000 -0.018
H 2.299 -0.155 2.431 0.006 0.044 -0.018
H 4.238 -0.454 -0.669 -0.024 0.034 0.011
H 2.811 -0.305 -1.717 -0.037 0.034 0.006
H 3.009 -1.749 -0.730 -0.007 -0.030 0.043
H 3.503 1.773 0.225 0.005 -0.003 0.012
H 2.026 1.797 1.220 0.060 -0.037 0.067
H 3.313 2.003 -2.216 -0.051 -0.062 0.013
H 1.939 2.520 -4.202 0.014 0.062 0.054
H -0.498 2.795 -3.965 -0.025 0.005 0.054
H -1.545 2.557 -1.758 0.044 0.061 -0.098
F -2.444 -5.744 -3.608 -0.182 0.078 -0.146
C -1.609 -5.008 -2.888 -0.881 0.184 0.751
C -2.210 -4.052 -1.867 0.068 -0.246 -0.889
F -3.541 -4.064 -1.669 0.243 -0.332 0.075
C -1.363 -3.278 -1.131 -0.157 0.006 -0.159
F -1.890 -2.422 -0.238 -0.236 0.293 0.583
C 0.007 -3.259 -1.301 0.866 -0.571 0.139
O 0.848 -2.463 -0.695 -0.262 0.105 -0.179
C 0.572 -4.250 -2.343 -0.489 0.499 0.169
F 1.892 -4.295 -2.511 0.233 -0.084 0.211
C -0.268 -5.079 -3.074 0.518 0.294 0.268
F 0.246 -5.929 -3.961 0.098 -0.145 -0.237
C 0.136 -1.273 4.750 0.024 0.063 0.071
As -0.509 -1.609 2.981 0.257 0.444 -0.083
C -2.414 -1.594 3.154 0.101 0.007 -0.063
C 0.195 -3.320 2.495 -0.115 -0.039 -0.090
O 0.067 -0.353 2.022 -0.299 -0.579 0.063
H -0.197 -2.053 5.433 -0.005 -0.021 0.005
H -0.238 -0.308 5.083 0.007 0.022 0.016
H 1.223 -1.249 4.723 0.031 0.004 0.023
H -2.716 -2.322 3.904 -0.014 -0.040 0.010
H -2.884 -1.811 2.204 -0.090 -0.065 -0.209
H -2.684 -0.592 3.477 -0.056 0.044 0.006
H -0.457 -4.125 2.834 0.008 0.057 -0.007
H 1.172 -3.409 2.965 0.032 -0.037 -0.008
H 0.305 -3.343 1.413 0.004 -0.051 -0.131
O -0.698 2.275 1.787 -0.108 0.024 0.212
B -0.339 2.784 0.556 -0.159 -0.247 0.112
O -0.610 4.146 0.491 -0.039 0.166 0.190
C -1.145 4.477 1.722 0.223 -0.001 -0.359
C -1.545 5.707 2.184 -0.067 0.146 0.035
C -2.055 5.744 3.482 -0.012 -0.032 -0.015
C -2.162 4.589 4.252 0.001 0.043 -0.025
C -1.735 3.353 3.768 -0.021 -0.011 0.145
C -1.210 3.341 2.500 0.043 -0.269 -0.104
H -1.468 6.592 1.567 -0.016 -0.037 0.039
H -2.378 6.692 3.895 -0.014 -0.052 -0.024
H -2.589 4.650 5.246 0.038 0.007 -0.024
H -1.815 2.448 4.356 0.027 0.032 0.001
N 0.774 -1.007 -3.450 -0.035 0.223 0.162
C -0.450 -0.476 -3.171 0.409 -0.520 0.288
O -0.896 -0.547 -1.978 0.229 0.324 -0.008
C -1.180 0.129 -4.187 -0.567 0.121 -0.563
C -2.417 0.766 -3.879 0.113 -0.111 -0.207
N -3.408 1.310 -3.643 0.216 -0.048 0.033
C -0.631 0.193 -5.496 -0.100 0.166 0.086
N -0.100 0.264 -6.521 -0.066 -0.072 0.197
H 1.227 -1.564 -2.744 -0.059 -0.024 -0.009
H 1.158 -0.956 -4.377 -0.058 -0.092 -0.047
```
Forces are in eV/Å.

Calculated values
multiplicity	5
strongest force on any atom	1.172	eV/A
LUMO (alpha / beta)	-0.1 / -1.7	eV
E_HOMO (alpha / beta)	-0.167 / -0.280	Eh

Entry from OMol25: C5H6O as an isolated structure (wB97M-V/def2-TZVPD).

```
12
Properties=species:S:1:pos:R:3:forces:R:3
C 2.355 0.105 -0.740 0.001 -0.096 0.347
C 1.601 -0.013 0.341 -0.165 0.195 -0.727
C 0.286 0.085 0.419 0.276 -0.016 -0.323
C -0.899 -0.812 0.220 -0.025 -0.161 0.184
C -1.680 0.492 0.458 -0.406 -0.063 0.124
O -0.437 1.232 0.539 0.063 0.126 0.316
H 3.432 0.082 -0.810 0.098 -0.109 0.153
H 1.778 0.243 -1.647 0.462 0.118 -0.431
H -0.975 -1.227 -0.796 0.155 0.140 0.312
H -0.971 -1.610 0.956 -0.332 0.041 -0.036
H -2.192 0.550 1.417 -0.185 -0.007 -0.091
H -2.298 0.874 -0.358 0.057 -0.167 0.174
```
Forces are in eV/Å.

Calculated values
multiplicity	1
strongest force on any atom	0.771	eV/A
LUMO (alpha / beta)	0.9 / 0.9	eV
energy relative to the best compared isomer or geometry (same formula, charge and spin)	3.329	eV
E_HOMO (alpha / beta)	-0.311 / -0.311	Eh

Entry from OMol25: C26H36N3OPb as an isolated structure in a non-equilibrium geometry (wB97M-V/def2-TZVPD).

```
67
Properties=species:S:1:pos:R:3:forces:R:3
C 1.584 -2.412 0.344 -0.778 0.763 -0.536
C 2.084 -1.737 -0.803 -1.029 -0.001 0.732
C 1.122 -1.850 -1.841 -0.698 -0.318 0.717
C 0.040 -2.638 -1.360 0.469 1.071 0.407
C 0.297 -2.952 0.011 0.343 1.295 -0.080
Pb -0.396 -0.315 0.484 2.350 -2.588 -1.738
C -2.222 1.832 -1.821 0.362 0.003 -0.233
C -2.406 1.375 -0.381 -1.399 -0.836 0.094
H -2.156 2.132 0.379 -0.072 -0.453 -0.115
C -2.957 0.176 -0.005 -0.680 1.565 -0.190
H -3.361 -0.543 -0.729 0.512 0.289 0.181
H -3.170 -0.085 1.045 0.229 0.367 -0.440
C -3.102 3.070 -2.041 -0.226 0.181 0.308
H -2.785 3.873 -1.366 -0.117 -0.034 -0.154
H -3.025 3.432 -3.070 0.079 -0.075 0.127
H -4.153 2.840 -1.837 0.078 0.021 -0.024
C -2.615 0.718 -2.792 0.134 -0.274 -0.193
H -1.894 -0.113 -2.720 -0.284 0.113 -0.038
H -3.623 0.340 -2.612 0.035 0.073 0.039
H -2.592 1.083 -3.822 -0.062 -0.121 0.212
C 3.378 -1.020 -0.872 0.719 0.084 -0.040
H 3.551 -0.402 0.024 0.048 -0.131 -0.225
H 4.220 -1.732 -0.934 -0.173 0.291 0.004
H 3.434 -0.372 -1.755 0.021 -0.071 0.185
C 1.227 -1.228 -3.183 0.232 -0.020 -0.704
H 1.704 -0.240 -3.134 -0.129 -0.218 -0.050
H 1.832 -1.856 -3.860 -0.184 0.265 0.079
H 0.242 -1.098 -3.652 0.254 -0.008 0.081
C -1.173 -3.049 -2.108 -0.439 -0.505 -0.325
H -1.236 -2.557 -3.084 -0.054 -0.063 0.167
H -1.153 -4.136 -2.298 -0.122 0.304 -0.018
H -2.100 -2.841 -1.550 0.181 -0.078 -0.222
C -0.616 -3.650 0.946 -0.227 -0.904 0.484
H -1.618 -3.760 0.510 0.198 -0.015 0.157
H -0.241 -4.663 1.175 -0.260 0.221 0.033
H -0.719 -3.108 1.900 0.001 -0.329 -0.232
C 2.243 -2.500 1.669 0.542 -0.422 0.434
H 1.523 -2.662 2.483 0.121 0.046 -0.153
H 2.938 -3.354 1.685 -0.078 0.200 0.194
H 2.838 -1.605 1.902 -0.115 -0.154 -0.027
C 0.209 2.435 -1.154 0.470 0.027 -0.135
C -0.754 2.228 -2.142 -0.445 -0.058 0.138
C 1.557 2.629 -1.519 -0.322 0.014 -0.154
C -0.396 2.382 -3.488 0.263 -0.098 0.024
H -0.093 2.463 -0.093 0.310 0.042 -0.549
C 1.923 2.637 -2.870 0.046 -0.036 0.355
H 2.321 2.800 -0.754 -0.237 -0.098 -0.253
C 0.935 2.558 -3.851 -0.197 0.190 -0.011
H -1.160 2.344 -4.271 0.386 -0.029 0.330
H 2.975 2.704 -3.158 -0.354 0.130 0.141
H 1.187 2.657 -4.910 0.015 -0.106 0.385
C -1.411 -0.489 5.606 -0.096 -0.180 0.045
N -0.414 0.168 4.755 0.254 0.166 0.477
C 0.594 0.904 5.323 -0.076 -0.105 -0.567
C 1.567 1.465 4.543 0.112 0.062 1.060
C 1.468 1.289 3.149 -0.403 -0.409 -1.309
N 0.409 0.677 2.604 0.311 0.039 1.288
C -0.467 -0.003 3.396 -0.719 -0.576 -1.027
O -1.308 -0.778 2.858 0.833 1.212 0.761
N 2.415 1.693 2.285 0.091 0.393 0.257
H -2.420 -0.146 5.362 0.247 -0.089 -0.047
H -1.173 -0.216 6.632 -0.138 -0.087 -0.001
H -1.352 -1.576 5.496 -0.040 0.252 -0.056
H 0.520 0.958 6.415 0.370 0.188 -0.562
H 2.400 2.031 4.953 -0.308 -0.197 0.107
H 3.252 2.141 2.626 -0.150 0.002 -0.105
H 2.274 1.651 1.278 -0.009 -0.181 0.510
```
Forces are in eV/Å.

Calculated values
multiplicity	1
strongest force on any atom	3.904	eV/A
LUMO (alpha / beta)	-3.2 / -3.2	eV
energy relative to the best compared isomer or geometry (same formula, charge and spin)	0.000	eV
total charge	+1
E_HOMO (alpha / beta)	-0.341 / -0.341	Eh

Entry from OMol25: a 2-piece molecular cluster, CF3NOS overall in a non-equilibrium geometry (wB97M-V/def2-TZVPD).

```
7
Properties=species:S:1:pos:R:3:forces:R:3
C -1.942 -0.293 -0.333 -1.372 -3.505 0.639
N -1.227 0.525 -0.624 0.525 2.783 -0.922
O 1.367 -0.050 -1.121 0.776 -0.152 0.110
F -2.493 -1.405 -0.062 -0.284 0.696 0.033
F 2.609 1.013 0.937 -2.104 -1.023 -1.403
F 0.588 -0.456 1.137 0.669 0.591 -0.381
S 1.098 0.667 0.066 1.790 0.610 1.924
```
Forces are in eV/Å.

Calculated values
multiplicity	1
strongest force on any atom	3.818	eV/A
LUMO	-0.1	eV
energy relative to the best compared isomer or geometry (same formula, charge and spin)	1.216	eV
E_HOMO	-0.432	Eh

Entry from OMol25: one molecule with the formula C5H12O in a non-equilibrium geometry (wB97M-V/def2-TZVPD).

```
18
Properties=species:S:1:pos:R:3:forces:R:3
C -1.168 0.939 -1.041 0.099 -0.096 0.673
C -0.647 -0.384 -0.256 -0.325 0.869 0.048
C -1.737 -1.035 0.654 -0.098 0.365 -0.387
C 0.617 -0.210 0.666 -0.262 0.320 -0.349
C 1.874 0.144 -0.096 -0.406 -0.025 -0.383
O 2.885 0.525 0.821 0.208 0.066 -0.131
H -0.556 1.252 -1.927 0.052 -0.516 1.010
H -1.219 1.778 -0.357 -0.264 0.416 0.039
H -2.158 0.766 -1.514 0.366 -0.122 0.708
H -0.498 -0.800 -1.238 0.770 -2.203 0.347
H -1.990 -0.304 1.435 -0.117 -0.035 -0.232
H -1.489 -1.956 1.226 0.468 0.495 -0.736
H -2.640 -1.265 0.088 -0.100 0.117 0.018
H 0.375 0.601 1.367 0.113 0.085 -0.174
H 0.875 -1.057 1.340 -0.648 0.091 -0.724
H 1.625 0.961 -0.787 0.247 -0.008 0.003
H 2.186 -0.731 -0.694 -0.003 0.227 0.093
H 3.666 0.775 0.312 -0.100 -0.046 0.175
```
Forces are in eV/Å.

Calculated values
multiplicity	1
SMILES	CC(C)CCO
strongest force on any atom	2.360	eV/A
LUMO	1.0	eV
energy relative to the best compared isomer or geometry (same formula, charge and spin)	1.155	eV
E_HOMO	-0.378	Eh